[1]
{"formula": "H4O2", "method": "ωB97M-V/def2-TZVPD", "species": ["O", "H", "H", "O", "H", "H"], "coordinates": [[-1.4965, -0.0082, 0.0800], [-0.8974, -0.6943, -0.3569], [-1.1440, 0.7984, -0.3956], [1.3990, -0.0052, -0.1112], [1.2392, -0.7177, 0.4546], [1.5818, 0.7207, 0.5478]], "energy_ev": -4159.59429, "spin_multiplicity": 1, "de_lowest_ev": 0.3446, "homo_energy_ha": -0.408, "smiles": "O.O"}

[2]
{"formula": "H4O2", "method": "ωB97M-V/def2-TZVPD", "species": ["O", "H", "H", "O", "H", "H"], "coordinates": [[-1.5572, -0.0920, 0.0255], [-0.7006, -0.4239, -0.0863], [-1.4758, 0.9391, -0.0748], [1.4235, 0.0077, -0.1303], [1.9322, -0.5711, 0.5145], [1.3134, 0.7305, 0.4851]], "energy_ev": -4159.57578, "spin_multiplicity": 1, "de_lowest_ev": 0.3631, "homo_energy_ha": -0.410, "smiles": "O.O"}

[3]
{"formula": "H4O2", "method": "ωB97M-V/def2-TZVPD", "species": ["O", "H", "H", "O", "H", "H"], "coordinates": [[-1.3473, -0.0053, -0.1129], [-1.5546, -0.7137, 0.5955], [-1.5512, 0.8789, 0.3594], [1.4478, -0.0700, 0.0688], [0.7644, -0.4321, -0.5120], [1.5378, 0.8697, -0.0902]], "energy_ev": -4159.60191, "spin_multiplicity": 1, "de_lowest_ev": 0.3370, "homo_energy_ha": -0.398, "smiles": "O.O"}

[4]
{"formula": "H4O2", "method": "ωB97M-V/def2-TZVPD", "species": ["O", "H", "H", "O", "H", "H"], "coordinates": [[-0.0945, -1.2857, 0.3587], [-0.5869, -2.0054, -0.0362], [-0.5996, -1.0475, 1.1361], [0.6478, 1.3807, -0.8016], [0.3282, 0.7395, -0.1669], [0.3050, 2.2184, -0.4901]], "energy_ev": -4159.82469, "spin_multiplicity": 1, "de_lowest_ev": 0.1142, "homo_energy_ha": -0.407, "smiles": "O.O"}

[5]
{"formula": "H4O2Rb", "method": "ωB97M-V/def2-TZVPD", "species": ["Rb", "O", "H", "H", "O", "H", "H"], "coordinates": [[-10.6558, -9.8052, -8.5007], [-10.9606, -12.2357, -7.0185], [-11.8585, -12.2502, -6.6872], [-10.6976, -13.1558, -7.0396], [-8.9052, -11.3816, -10.5631], [-8.6152, -12.0022, -11.2318], [-9.7197, -11.0180, -10.9103]], "energy_ev": -4810.13097, "spin_multiplicity": 1, "charge": 1, "de_lowest_ev": 0.4527, "homo_energy_ha": -0.582}

[6]
{"formula": "H4O2Sn", "method": "ωB97M-V/def2-TZVPD", "species": ["Sn", "O", "H", "H", "O", "H", "H"], "coordinates": [[2.0488, -0.9031, 0.3896], [0.4795, 0.7012, -1.3360], [0.8771, 1.3184, -1.9719], [-0.3598, 1.1130, -1.0806], [-0.6921, -0.7355, 1.1060], [-1.1440, -1.5147, 1.4682], [-1.2095, 0.0208, 1.4246]], "energy_ev": -9970.97627, "spin_multiplicity": 1, "charge": 2, "de_lowest_ev": 0.9022, "homo_energy_ha": -0.792}

[7]
{"formula": "H4O2Tl", "method": "ωB97M-V/def2-TZVPD", "species": ["Tl", "O", "H", "H", "O", "H", "H"], "coordinates": [[1.0831, 1.0149, -0.1283], [1.6771, -1.5822, 0.5472], [2.4179, -1.7506, 1.2029], [1.1677, -2.4468, 0.4899], [-1.7294, 1.6149, -0.5760], [-2.2171, 2.2445, -1.1952], [-2.3992, 0.9053, -0.3405]], "energy_ev": -8807.76215, "spin_multiplicity": 1, "charge": 3, "de_lowest_ev": 1.7565, "homo_energy_ha": -1.021}

[8]
{"formula": "H4O3P2", "method": "ωB97M-V/def2-TZVPD", "species": ["O", "P", "O", "O", "P", "H", "H", "H", "H"], "coordinates": [[1.5309, -1.2136, -1.0166], [1.4325, -0.6881, 0.4817], [1.0838, -2.0430, 1.2826], [-0.2272, -0.0548, 0.3830], [-0.6162, 1.5926, -0.0196], [0.8456, -1.8318, -1.0372], [0.9716, -1.8403, 2.1310], [0.4529, 1.7109, -0.8718], [0.1008, 2.0828, 1.0261]], "energy_ev": -24785.74562, "spin_multiplicity": 1, "de_lowest_ev": 0.0651, "homo_energy_ha": -0.351, "smiles": "OP(O)OP"}

[9]
{"formula": "H4O3P2", "method": "ωB97M-V/def2-TZVPD", "species": ["O", "P", "H", "H", "H", "O", "P", "O", "H"], "coordinates": [[0.3306, -0.6199, -1.1658], [-0.5701, -1.0542, -0.0968], [-1.3363, -2.3041, -0.3107], [-1.6869, -0.2857, 0.2106], [-0.0514, -1.6019, 1.0928], [-0.0291, 1.0013, 1.2559], [0.7253, 2.1295, 0.7278], [1.3683, 1.8311, -0.6847], [1.2497, 0.9038, -1.0291]], "energy_ev": -24785.81076, "spin_multiplicity": 1, "de_lowest_ev": 0.0000, "homo_energy_ha": -0.394, "smiles": "O=[PH3].O=PO"}

[10]
{"formula": "H4OP2S2", "method": "ωB97M-V/def2-TZVPD", "species": ["O", "P", "P", "S", "S", "H", "H", "H", "H"], "coordinates": [[2.0848, -0.8604, 0.1187], [-0.7385, 0.4654, -0.7398], [0.6971, -1.2113, 0.8212], [-2.0422, 0.4335, -2.4682], [0.4976, 0.4720, 2.1441], [2.9524, -1.0437, 0.4217], [-1.7274, 0.7084, 0.2261], [-1.0512, 1.0366, -3.1412], [-0.6726, -0.0006, 2.6174]], "energy_ev": -42359.69671, "spin_multiplicity": 1, "de_lowest_ev": 1.9502, "homo_energy_ha": -0.283}

[11]
{"formula": "H4OS", "method": "ωB97M-V/def2-TZVPD", "species": ["S", "H", "H", "H", "H", "O"], "coordinates": [[-2.1745, 0.0228, -0.0137], [-0.8908, 0.5465, -0.0497], [-1.7318, -1.2257, 0.2601], [1.5880, -0.3789, -0.5714], [1.8567, 0.9324, 0.1188], [1.3524, 0.1028, 0.2558]], "energy_ev": -12946.44165, "spin_multiplicity": 2, "charge": -1, "s_squared": 0.750, "de_lowest_ev": 0.3453, "homo_energy_ha": [0.035, -0.217]}

[12]
{"formula": "H4OS2", "method": "ωB97M-V/def2-TZVPD", "species": ["S", "S", "H", "H", "H", "H", "O"], "coordinates": [[-0.8919, -0.3941, -0.9027], [-0.6852, 0.5718, 0.8506], [-0.0071, 0.2114, -1.7339], [0.1970, -0.0624, 1.6772], [3.0658, -0.9017, -0.3500], [2.9633, 0.2277, 0.6636], [2.3769, -0.2899, 0.0723]], "energy_ev": -23781.71630, "spin_multiplicity": 2, "charge": -1, "s_squared": 0.752, "de_lowest_ev": 1.3221, "homo_energy_ha": [0.025, -0.180]}

[13]
{"formula": "H4OS2", "method": "ωB97M-V/def2-TZVPD", "species": ["S", "S", "H", "H", "O", "H", "H"], "coordinates": [[-5.6829, 0.1744, -0.4351], [-4.1004, -0.9295, 0.5024], [-6.0310, -1.0958, -0.6080], [-4.5380, -1.1001, 1.7695], [6.7718, 1.0023, 0.0265], [6.1961, 0.5332, -0.5961], [7.3845, 1.4156, -0.6591]], "energy_ev": -23782.14509, "spin_multiplicity": 1, "de_lowest_ev": 0.6326, "homo_energy_ha": -0.354, "smiles": "SS.O"}

[14]
{"formula": "H4OSSi", "method": "ωB97M-V/def2-TZVPD", "species": ["O", "Si", "S", "H", "H", "H", "H"], "coordinates": [[-0.7720, -0.5849, -0.8998], [-0.3912, 0.5175, 0.2034], [1.6267, -0.0729, 0.8705], [-0.6684, -1.4253, -0.4807], [-0.3429, 1.8547, -0.4647], [-1.4922, 0.2277, 1.1016], [2.0400, -0.5167, -0.3302]], "energy_ev": -20826.34583, "spin_multiplicity": 1, "de_lowest_ev": 0.1804, "homo_energy_ha": -0.358, "smiles": "O[SiH2]S"}

[15]
{"formula": "H4S2", "method": "ωB97M-V/def2-TZVPD", "species": ["S", "H", "H", "S", "H", "H"], "coordinates": [[5.8375, 5.3290, -9.4771], [6.3876, 6.4822, -9.9005], [4.6083, 5.8747, -9.4236], [5.7040, 9.3148, -10.4187], [5.4421, 8.0648, -9.9939], [6.2484, 9.6581, -9.2365]], "energy_ev": -21734.97732, "spin_multiplicity": 1, "de_lowest_ev": 0.1012, "homo_energy_ha": -0.367, "smiles": "S.S"}

[16]
{"formula": "H4S2", "method": "ωB97M-V/def2-TZVPD", "species": ["S", "H", "H", "S", "H", "H"], "coordinates": [[2.2318, -1.0803, 0.2819], [1.2081, -0.2085, 0.2233], [2.5609, -0.8602, -1.0045], [-2.1407, 0.6211, 0.7651], [-2.1684, 1.6995, -0.0399], [-1.6917, -0.1716, -0.2258]], "energy_ev": -21735.05959, "spin_multiplicity": 1, "de_lowest_ev": 0.0189, "homo_energy_ha": -0.360, "smiles": "S.S"}

[17]
{"formula": "H4S4", "method": "ωB97M-V/def2-TZVPD", "species": ["S", "S", "H", "H", "S", "S", "H", "H"], "coordinates": [[-2.1095, 1.1418, -0.8793], [-1.4731, -0.5041, 0.2272], [-0.9004, 1.6669, -0.7733], [-2.2889, -0.4085, 1.3167], [2.2465, -0.8509, 0.9683], [1.8468, -0.3918, -1.0115], [2.1158, 0.3745, 1.3491], [0.5627, -1.0278, -1.1972]], "energy_ev": -43405.29017, "spin_multiplicity": 1, "de_lowest_ev": 0.3134, "homo_energy_ha": -0.341, "smiles": "SS.SS"}

[18]
{"formula": "H4SSi2", "method": "ωB97M-V/def2-TZVPD", "species": ["Si", "Si", "S", "H", "H", "H", "H"], "coordinates": [[-1.0606, 0.7483, -0.0157], [1.3549, -0.7138, -0.1220], [-2.7362, -0.2544, -0.1410], [-0.6768, 1.3289, 1.3411], [-0.9360, 1.8102, -1.1239], [1.2906, -2.1999, -0.1305], [2.7640, -0.7193, 0.1919]], "energy_ev": -26652.20114, "spin_multiplicity": 1, "de_lowest_ev": 2.6530, "homo_energy_ha": -0.307}

[19]
{"formula": "H50O25", "method": "ωB97M-V/def2-TZVPD", "species": ["O", "H", "H", "O", "H", "H", "O", "H", "H", "O", "H", "H", "O", "H", "H", "O", "H", "H", "O", "H", "H", "O", "H", "H", "O", "H", "H", "O", "H", "H", "O", "H", "H", "O", "H", "H", "O", "H", "H", "O", "H", "H", "O", "H", "H", "O", "H", "H", "O", "H", "H", "O", "H", "H", "O", "H", "H", "O", "H", "H", "O", "H", "H", "O", "H", "H", "O", "H", "H", "O", "H", "H", "O", "H", "H"], "coordinates": [[3.6091, -4.1967, -0.5669], [4.4862, -3.7756, -0.4155], [3.2243, -4.1433, 0.3341], [1.6323, 0.7844, 1.7684], [1.8761, 1.7748, 1.6734], [1.4643, 0.5632, 2.6816], [-1.5697, 2.1886, -2.5178], [-2.2676, 1.5260, -2.5520], [-1.5064, 2.4857, -1.6077], [4.1297, 1.2101, 0.0142], [4.0164, 1.4711, -0.9370], [3.2617, 0.8301, 0.2687], [1.4615, 1.2599, -2.5342], [1.3138, 0.5413, -1.9331], [0.6274, 1.7674, -2.5423], [4.2927, 1.5692, 2.7470], [4.2918, 1.4709, 1.7639], [5.0150, 2.1880, 2.9686], [-5.6229, 3.9919, -2.1798], [-4.6968, 4.1913, -2.4621], [-6.0052, 4.8236, -1.8317], [-2.9602, -1.2093, 2.6621], [-2.9941, -0.2319, 2.5103], [-3.9275, -1.4847, 2.6323], [-5.3619, -1.9431, -0.9864], [-4.7617, -2.1890, -0.2515], [-5.7628, -2.7368, -1.3712], [-5.1153, 1.4276, -0.1101], [-5.7804, 2.0222, -0.4340], [-4.7203, 0.9691, -0.9021], [1.7644, 3.2520, 0.4724], [1.5487, 4.1563, 0.1899], [2.5054, 2.9724, -0.1551], [0.7278, 0.3836, 4.7239], [0.2989, -0.0702, 5.4364], [1.6492, 0.1184, 4.7199], [-2.0978, -3.0040, -0.7073], [-2.1450, -2.1304, -1.0922], [-2.0340, -3.6739, -1.3594], [-2.9123, 1.3765, 1.9588], [-2.8413, 2.0025, 2.6914], [-3.7113, 1.5730, 1.4120], [0.4887, -2.0031, -4.5380], [1.0079, -1.7274, -5.3102], [1.0954, -2.1057, -3.8274], [-1.7312, -0.9695, -2.6955], [-1.0817, -1.1660, -3.3734], [-1.1707, -0.3917, -2.0709], [-0.6837, -2.1799, 1.3885], [-1.0667, -2.7789, 0.7459], [-1.4930, -1.7807, 1.7981], [2.0244, -2.6822, 2.1475], [2.3213, -2.0375, 2.7038], [1.1406, -2.4595, 1.8695], [3.6445, -0.5819, 4.4288], [4.4321, -0.8163, 4.7569], [3.8202, 0.1830, 3.8406], [1.7251, -3.7491, -2.6049], [2.3664, -3.9383, -1.9044], [1.0646, -4.4695, -2.5361], [-1.1562, 3.2415, -0.0540], [-0.3958, 2.9099, 0.4862], [-1.8793, 2.7588, 0.3741], [3.1821, 3.1298, -1.8965], [3.6677, 3.6378, -2.5541], [2.4632, 2.6396, -2.3415], [-4.4433, 0.3122, -2.5805], [-5.1949, -0.2675, -2.5278], [-3.6473, -0.2437, -2.6451], [0.0961, -0.1891, -0.2521], [-0.1672, -1.0166, 0.2690], [0.6959, 0.3020, 0.4229], [5.1391, -2.1384, 1.3764], [5.1160, -1.1839, 1.2385], [4.2173, -2.3408, 1.6856]], "energy_ev": -52002.81323, "spin_multiplicity": 1, "de_lowest_ev": 1.9438, "homo_energy_ha": -0.387}

[20]
{"formula": "H5N2OP", "method": "ωB97M-V/def2-TZVPD", "species": ["N", "P", "N", "O", "H", "H", "H", "H", "H"], "coordinates": [[-0.9858, -1.2023, -0.2305], [-0.3035, 0.0556, 0.3684], [1.2732, 0.1302, -0.2080], [-1.0644, 1.3708, -0.1029], [-0.8518, -2.0809, 0.2957], [-0.3523, 0.2735, 1.6389], [1.4709, -0.6097, -0.8432], [1.9825, 0.6308, 0.0865], [-1.1687, 1.4319, -1.0050]], "energy_ev": -14397.85615, "spin_multiplicity": 1, "de_lowest_ev": 1.3321, "homo_energy_ha": -0.328, "smiles": "N=[P@@H](N)O"}